1.
Below is a molecular structure, C19H36F3NO6PbSSi2, with properties calculated with wB97M-V/def2-TZVPD.

The geometry in XYZ format:
```
69
Properties=species:S:1:pos:R:3:nbo_charge:R:1
Pb 10.435 6.786 10.748 1.64
C 9.455 4.451 13.318 -0.26
O 10.504 5.100 12.596 -0.63
C 11.720 5.281 13.344 -0.09
C 11.631 6.554 14.105 -0.10
O 11.456 7.574 13.075 -0.61
C 11.272 8.912 13.507 -0.10
C 10.917 9.736 12.287 -0.08
O 9.855 9.144 11.529 -0.63
C 8.513 9.506 11.962 -0.25
H 9.810 3.480 13.614 0.20
H 8.565 4.402 12.706 0.24
H 9.252 4.975 14.293 0.18
H 12.562 5.327 12.627 0.20
H 11.877 4.431 14.002 0.23
H 12.571 6.789 14.653 0.22
H 10.828 6.548 14.818 0.21
H 12.151 9.348 13.979 0.21
H 10.473 8.977 14.248 0.20
H 11.796 9.778 11.601 0.19
H 10.723 10.796 12.577 0.22
H 8.180 8.884 12.802 0.20
H 7.902 9.349 11.107 0.21
H 8.512 10.566 12.281 0.20
C 15.434 7.020 8.973 -1.12
Si 14.570 8.375 7.981 1.58
C 15.330 8.681 6.304 -1.10
C 14.565 9.922 9.067 -1.11
C 12.798 7.795 7.566 -0.34
C 11.713 8.745 7.445 -0.05
C 11.917 10.071 7.069 -0.08
C 10.810 10.836 6.609 -0.18
C 9.559 10.267 6.562 -0.11
C 9.442 8.961 7.115 0.07
N 10.448 8.226 7.503 -0.40
Si 12.479 5.931 7.145 1.60
C 10.952 5.531 6.163 -1.12
C 13.962 5.178 6.250 -1.10
C 12.472 5.128 8.886 -1.12
H 16.452 7.328 9.169 0.27
H 15.567 6.018 8.580 0.26
H 14.965 6.859 9.977 0.24
H 16.379 8.829 6.494 0.27
H 14.992 9.601 5.747 0.26
H 15.188 7.864 5.605 0.26
H 14.673 10.817 8.432 0.25
H 15.485 9.869 9.638 0.27
H 13.734 10.025 9.799 0.24
H 12.902 10.531 6.977 0.25
H 11.014 11.832 6.251 0.25
H 8.726 10.777 6.150 0.25
H 8.450 8.469 7.182 0.23
H 11.044 5.994 5.168 0.26
H 10.048 5.847 6.677 0.26
H 10.879 4.449 6.027 0.27
H 13.837 5.270 5.156 0.26
H 13.891 4.142 6.487 0.26
H 14.967 5.473 6.506 0.25
H 11.541 4.694 9.201 0.25
H 12.976 5.617 9.696 0.23
H 13.130 4.257 8.694 0.28
F 6.196 4.998 8.231 -0.28
C 6.506 5.954 9.094 0.73
F 5.425 6.259 9.803 -0.28
F 6.941 7.014 8.389 -0.32
S 7.828 5.370 10.220 2.31
O 7.325 4.227 10.875 -0.87
O 9.021 5.237 9.359 -1.03
O 8.094 6.550 11.134 -1.09
```

Properties
LUMO energy in eV: -8.589
Orbital gap in eV: 7.452
Total energy in eV: -74037.7602
Highest occupied orbital energy in eV: -16.04
Total charge: +2



2.
Below is a molecular structure, C19H36I2LaN2O3PS2, with properties calculated with wB97M-V/def2-TZVPD.

The geometry in XYZ format:
```
66
Properties=species:S:1:pos:R:3:nbo_charge:R:1
La 0.363 -2.450 0.584 1.90
I -0.079 -2.155 4.094 0.23
C -1.567 -3.836 3.909 -0.62
I -2.155 -4.391 1.859 0.26
H -2.430 -3.507 4.455 0.22
H -1.147 -4.705 4.375 0.22
O 2.976 -2.148 -3.188 -0.60
C 1.847 -2.616 -3.114 0.69
C 1.099 -3.268 -4.334 -0.52
C -0.179 -3.777 -3.724 -0.51
C -0.092 -3.228 -2.280 0.68
O -1.029 -3.307 -1.436 -0.75
N 1.068 -2.638 -1.950 -0.76
H 1.751 -4.028 -4.829 0.24
H 0.934 -2.453 -5.068 0.24
H -0.278 -4.885 -3.635 0.24
H -1.089 -3.380 -4.193 0.24
C -1.751 3.629 1.703 -0.62
C -1.274 2.170 1.969 -0.37
C -2.420 1.358 2.641 -0.61
C -0.120 2.312 2.996 -0.61
P -0.704 1.223 0.431 1.88
N -0.540 -0.306 0.772 -1.76
C 1.064 1.872 -0.019 -0.35
C 1.472 1.309 -1.410 -0.61
C 1.273 3.405 -0.137 -0.62
C 2.060 1.297 1.035 -0.62
C -1.966 1.485 -0.943 -0.38
C -3.408 1.370 -0.421 -0.61
C -1.783 0.385 -2.022 -0.61
C -1.866 2.873 -1.583 -0.62
H -2.134 4.008 2.693 0.21
H -2.587 3.714 0.980 0.21
H -0.946 4.310 1.479 0.21
H -2.692 1.871 3.614 0.20
H -2.075 0.332 2.867 0.24
H -3.305 1.331 2.033 0.21
H -0.525 2.752 3.926 0.21
H 0.690 2.990 2.682 0.21
H 0.356 1.360 3.264 0.22
H 0.784 1.661 -2.204 0.21
H 1.494 0.184 -1.413 0.22
H 2.490 1.674 -1.655 0.22
H 0.753 3.835 -1.003 0.21
H 2.360 3.588 -0.317 0.21
H 0.952 4.001 0.752 0.21
H 1.687 0.441 1.642 0.23
H 2.339 2.072 1.794 0.21
H 2.975 0.925 0.535 0.21
H -3.558 0.478 0.226 0.23
H -4.083 1.231 -1.319 0.22
H -3.762 2.248 0.133 0.21
H -2.113 -0.582 -1.622 0.24
H -0.784 0.309 -2.487 0.22
H -2.503 0.615 -2.875 0.20
H -2.280 3.699 -0.935 0.21
H -2.481 2.846 -2.515 0.21
H -0.856 3.154 -1.893 0.21
C 4.025 -1.983 -0.033 -0.28
O 2.939 -2.603 0.703 -0.64
C 3.241 -3.763 1.437 -0.03
S 4.783 -4.145 1.850 -0.10
S 1.840 -4.684 1.757 -0.31
H 3.659 -1.560 -0.990 0.23
H 4.822 -2.710 -0.270 0.23
H 4.465 -1.206 0.627 0.19
```

Properties
LUMO energy in eV: -1.361
Orbital gap in eV: 6.358
Total energy in eV: -77432.9440
Highest occupied orbital energy in eV: -7.72
Total charge: 0



Taking the records one at a time from the top gives energy relative to the best compared isomer or geometry (same formula, charge and spin) values of 0.000, 0.000 eV.